Entry 1:
The following is a quantum chemistry calculation of C57H84BrN8OP2S2Sn as an isolated structure, from the OMol25 dataset.

Computed properties:
largest force on an atom	0.8	eV/A
net charge	+3
E_tot	-7002.3372	hartree
ΔE to the lowest compared entry with this formula, charge and spin	4.49	kcal per mole
molar mass	1222.05	g mol⁻¹

Last column: Mulliken charge in e.
Cartesian coordinates (Å):
H (5.051, 1.217, -0.003)  0.40
H (-2.862, -7.360, 4.203)  0.30
P (2.333, 0.353, -1.150)  -0.08
H (-3.782, -3.479, 3.829)  0.17
C (1.026, 1.560, 4.999)  -1.03
C (-3.776, -0.488, 6.736)  -1.50
H (0.658, 1.090, 5.904)  0.51
H (-2.811, -5.302, 2.759)  0.25
C (6.416, -1.438, 2.899)  -0.63
H (7.373, -1.837, 3.211)  0.41
H (-3.716, -3.428, -1.793)  0.34
H (1.318, 4.831, -3.024)  0.49
H (4.418, 2.501, 1.032)  0.48
H (-3.844, 5.006, 3.932)  0.40
C (-2.813, -3.404, 4.327)  0.05
C (-1.817, -5.585, 2.423)  -1.18
C (1.140, 1.001, -3.522)  -0.87
H (-3.153, -1.404, -8.847)  0.48
C (5.233, -2.199, -2.451)  -0.69
H (-4.702, -1.481, 5.058)  0.18
C (-6.176, -1.829, 1.217)  -0.83
C (4.111, -1.669, -1.828)  -0.48
C (4.251, 1.948, 0.111)  -1.37
C (-1.077, -6.370, 3.496)  -0.41
H (-6.661, -2.485, 0.495)  0.32
H (6.028, -3.040, 1.518)  0.47
C (3.766, -0.330, -2.023)  0.56
C (0.696, 1.850, -4.522)  -0.81
H (-1.942, -6.204, 1.537)  0.54
H (-1.963, -2.433, 6.040)  0.32
H (-2.309, -2.817, -0.900)  -0.02
H (1.238, -0.295, 3.924)  0.49
H (-3.884, 1.808, -0.131)  -0.12
H (-0.398, -4.525, 1.261)  0.34
H (-0.864, -8.937, 2.473)  0.30
C (1.982, 2.789, 2.674)  -0.11
C (-5.998, 1.450, -0.634)  -0.53
C (-2.632, -3.528, -1.658)  -1.45
H (-1.794, -1.723, 3.592)  -0.15
H (-0.594, 5.211, -0.560)  0.39
H (-2.304, 5.775, 4.311)  0.37
C (0.754, 3.229, -4.336)  -0.70
C (-2.499, 2.852, 4.272)  -1.32
H (-1.772, -4.430, -4.891)  0.43
C (-6.811, 0.246, -0.126)  -0.67
H (2.083, 3.319, -1.214)  0.28
H (-6.868, -1.638, 2.037)  0.32
H (-4.277, -1.073, 7.511)  0.42
H (-7.602, 0.531, 0.564)  0.35
H (-5.444, -1.282, -7.821)  0.46
C (-1.980, -0.736, -2.863)  0.25
H (-5.936, 1.475, -1.719)  0.27
H (-0.787, 6.617, 1.523)  0.34
C (-0.369, -3.385, -2.781)  -1.58
H (-0.086, -4.389, -2.450)  0.49
C (4.531, 0.470, -2.881)  -0.50
H (-4.340, 0.438, 6.604)  0.39
C (1.347, 0.786, 3.894)  -0.65
C (-2.292, -4.477, -3.929)  -2.26
H (-0.046, -2.667, -2.024)  0.05
C (5.661, -2.116, 1.949)  -0.77
N (-1.851, -2.716, 3.447)  0.40
H (-1.356, -8.033, 4.800)  0.38
C (-2.254, 0.531, -3.533)  -0.17
H (0.652, 5.596, 1.599)  0.38
H (-2.912, 5.765, 2.647)  0.42
H (4.346, 1.168, 3.541)  0.39
C (5.940, -0.260, 3.466)  -0.70
C (-1.875, -8.705, 2.825)  -1.18
C (-1.692, 3.553, 2.080)  -0.19
H (-2.014, -5.422, -3.457)  0.44
C (-2.729, -1.434, -7.841)  -1.51
H (-2.778, 1.306, -7.618)  0.39
C (1.853, 1.401, 2.740)  1.32
C (-3.017, -0.595, -5.505)  -0.53
H (-2.978, -2.740, -5.425)  0.68
H (0.165, -3.180, -3.716)  0.32
Sn (-0.915, 0.258, 0.340)  2.06
H (-7.255, -0.326, -0.937)  0.36
H (-2.326, 1.766, 2.227)  -0.36
H (6.874, -1.811, -3.777)  0.43
C (6.002, -1.397, -3.283)  -0.60
C (-2.758, -1.838, -4.868)  -0.27
C (-5.018, -1.227, -6.816)  -1.49
H (-1.709, -1.040, -7.889)  0.34
C (-3.610, -0.587, -6.899)  1.66
H (-4.389, 1.459, -6.868)  0.38
H (6.531, 0.264, 4.208)  0.45
H (4.297, 2.646, -0.723)  0.33
H (-4.983, -2.240, -6.406)  0.34
C (-4.613, 0.024, 0.587)  -0.07
H (0.965, 3.545, 5.820)  0.46
C (1.205, 2.940, 4.951)  -0.64
H (-0.452, 5.663, 2.974)  0.42
N (-1.085, -4.382, 1.980)  0.06
C (-3.751, 0.817, -7.484)  -2.03
C (5.650, -0.067, -3.500)  -0.70
H (-2.479, -8.406, 1.961)  0.30
H (-6.399, 2.399, -0.292)  0.36
C (1.694, 2.911, -2.141)  -0.42
H (-3.192, -0.659, 4.670)  -0.19
H (-2.460, -4.404, 4.551)  0.19
Br (-1.861, 2.119, -2.592)  0.17
N (2.923, 1.300, 0.148)  1.35
C (1.677, 3.552, 3.794)  -0.80
H (-0.304, 3.479, -0.308)  -0.03
O (-1.516, -0.776, -1.709)  -0.17
S (-0.031, -1.993, 1.658)  -0.51
H (-2.441, 3.273, 5.276)  0.47
C (4.432, -1.608, 1.557)  -0.44
H (-3.372, -4.502, -4.109)  0.41
H (-2.432, -4.541, -1.295)  0.47
N (-1.755, 2.323, 1.604)  0.66
H (-3.512, 2.458, 4.129)  0.41
N (-4.675, 1.191, -0.044)  0.29
C (1.661, 1.532, -2.334)  1.42
C (4.710, 0.256, 3.084)  -0.48
N (-5.801, -0.575, 0.572)  0.15
H (6.248, 0.555, -4.156)  0.46
H (-3.506, -3.221, 6.330)  0.43
C (-0.985, 4.307, -0.098)  -0.74
H (-0.909, -5.730, 4.367)  0.37
H (-5.289, -2.317, 1.604)  0.15
H (5.501, -3.237, -2.294)  0.48
H (-1.951, 4.082, -0.554)  0.39
H (-2.779, -0.229, 7.105)  0.32
H (-4.220, 0.745, -8.467)  0.45
C (-1.107, -3.140, 2.435)  0.02
H (0.408, 3.896, -5.118)  0.42
N (-1.149, 4.542, 1.328)  0.28
H (-1.779, 2.037, 4.211)  0.20
H (-5.686, -0.623, -6.194)  0.35
P (2.449, 0.312, 1.443)  -0.55
C (-1.840, -7.628, 3.912)  -0.54
S (-3.209, -0.632, 1.338)  -0.08
C (-2.240, -1.965, -3.615)  -0.42
C (-2.835, 5.188, 3.562)  -1.31
H (3.487, -2.303, -1.208)  0.49
C (-2.957, -2.607, 5.614)  -1.43
H (2.339, 3.264, 1.766)  0.16
C (-1.897, -3.326, -3.002)  2.19
H (1.830, 4.625, 3.772)  0.59
C (-2.731, 0.604, -4.800)  -0.33
N (-2.176, 3.894, 3.310)  0.34
H (4.259, 1.501, -3.071)  0.36
C (3.964, -0.411, 2.105)  0.56
H (-0.091, -6.653, 3.112)  0.44
C (-3.691, -1.278, 5.431)  0.60
C (-0.401, 5.668, 1.892)  -1.27
H (-2.308, -9.629, 3.213)  0.39
H (-2.885, 1.569, -5.262)  0.68
C (1.253, 3.757, -3.151)  -0.71
H (0.318, 1.442, -5.453)  0.61
H (-2.681, -2.481, -7.531)  0.34
H (3.825, -2.145, 0.839)  0.48
H (1.119, -0.078, -3.672)  0.38

---

Entry 2:
The following is a quantum chemistry calculation of C17H20IrN3O8S as an isolated structure at a distorted geometry, from the OMol25 dataset.

Computed properties:
largest force on an atom	3.8	eV/A
net charge	+3
2S+1	2
E_tot	-1927.1116	hartree
ΔE to the lowest compared entry with this formula, charge and spin	0.00	kcal per mole
molar mass	618.64	g mol⁻¹

Last column: natural (NBO) charge in e.
Cartesian coordinates (Å):
H (-4.565, -1.088, -0.994)  0.28
H (-3.777, 1.253, -2.782)  0.29
Ir (0.267, 0.653, 0.580)  1.48
C (-5.573, 0.516, 0.101)  -0.65
H (3.281, -0.474, 4.475)  0.28
H (-1.350, 0.386, 3.134)  0.23
C (-2.819, -0.679, -3.182)  -0.63
O (3.110, 6.989, 1.229)  -0.34
O (-1.703, -0.183, -0.244)  -0.78
H (2.073, 4.950, 0.730)  0.28
C (1.153, 5.395, 0.378)  -0.10
C (-0.342, 0.181, 3.470)  0.05
C (0.064, 4.607, -0.013)  -0.18
C (2.246, -0.292, 4.215)  -0.19
H (3.491, 0.723, 1.742)  0.25
O (-2.489, 8.398, -0.967)  -0.28
H (-0.877, -0.040, 5.518)  0.28
C (-2.879, 0.687, -2.518)  -0.55
C (1.251, -0.263, 5.181)  -0.06
H (-3.710, -1.279, -3.006)  0.24
C (-0.070, -0.051, 4.798)  -0.20
C (1.905, -0.096, 2.892)  0.19
O (1.162, 2.587, 0.598)  -0.54
N (-2.459, 7.199, -0.963)  0.53
N (2.171, 7.603, 0.775)  0.53
H (2.757, -0.566, -0.165)  0.56
C (2.892, -0.190, 1.795)  -0.11
H (-6.412, -0.108, 0.413)  0.29
H (-5.381, 1.210, 0.919)  0.24
H (-4.060, -0.938, 0.711)  0.28
O (2.032, 8.789, 0.652)  -0.29
N (0.636, 0.170, 2.549)  -0.37
O (-3.340, 6.422, -1.267)  -0.37
O (-0.850, 2.396, -0.152)  -0.70
H (-1.996, 1.295, -2.724)  0.27
H (-5.890, 1.075, -0.780)  0.24
H (-2.756, -0.500, -4.257)  0.29
H (-1.951, 4.606, -0.807)  0.26
C (0.134, 3.174, 0.134)  0.80
H (1.501, -0.408, 6.224)  0.28
H (-1.933, -1.246, -2.900)  0.24
C (-4.384, -0.389, -0.174)  -0.53
C (-1.110, 5.200, -0.482)  -0.12
C (-1.181, 6.568, -0.518)  0.03
O (2.153, -0.392, 0.574)  -0.69
C (1.024, 6.759, 0.314)  0.03
S (-2.918, 0.595, -0.693)  1.45
C (-0.132, 7.384, -0.122)  -0.07
H (-0.227, 8.462, -0.144)  0.32
H (3.574, -1.025, 1.961)  0.26

---

Entry 3:
The following is a quantum chemistry calculation of a 2-piece molecular cluster, BrH2NO2P overall at a distorted geometry, from the OMol25 dataset.

Computed properties:
largest force on an atom	5.1	eV/A
net charge	-1
2S+1	3
E_tot	-3121.8395	hartree
ΔE to the lowest compared entry with this formula, charge and spin	0.00	kcal per mole
molar mass	158.90	g mol⁻¹

Last column: natural (NBO) charge in e.
Cartesian coordinates (Å):
O (-1.765, -0.600, 1.503)  -1.12
N (0.801, -1.019, -1.166)  -0.59
Br (0.859, 1.058, 1.999)  -0.51
H (1.712, -0.723, -0.857)  0.29
O (-1.338, 1.417, -0.101)  -1.13
H (0.631, -0.436, -2.045)  0.29
P (-0.900, 0.303, 0.668)  1.77

---

Entry 4:
The following is a quantum chemistry calculation of C43H41FGeNO6SSeZn as an isolated structure, from the OMol25 dataset.

Computed properties:
largest force on an atom	0.9	eV/A
net charge	-1
E_tot	-8925.3324	hartree
ΔE to the lowest compared entry with this formula, charge and spin	17.43	kcal per mole
molar mass	935.83	g mol⁻¹

Last column: Mulliken charge in e.
Cartesian coordinates (Å):
O (0.397, 0.503, -3.398)  -1.18
H (-1.089, 5.549, -0.418)  0.15
H (-5.143, -2.175, -1.692)  0.39
H (-2.824, 0.149, 1.879)  0.22
C (2.018, 0.408, 5.870)  -0.59
O (3.430, -4.577, -0.102)  -0.77
H (-1.634, -1.556, 4.784)  0.39
H (3.506, -2.612, 5.497)  0.40
H (4.048, 5.248, -2.495)  0.51
C (-0.024, 2.054, 2.020)  0.02
O (3.896, -0.225, -1.021)  -0.82
O (-2.883, 0.910, -0.962)  -0.75
C (-2.990, -3.133, 4.265)  -0.72
O (2.092, -1.180, -1.908)  -0.85
H (1.048, 1.981, 2.172)  0.49
C (3.513, 3.269, -3.119)  0.27
C (0.224, 6.486, -1.843)  -1.05
C (1.624, 6.089, -1.395)  -1.04
C (-4.790, -4.297, -1.655)  -0.50
C (-1.407, -2.140, 2.723)  -0.23
H (0.339, -1.721, 0.061)  -0.55
C (-0.831, 1.739, -1.780)  -0.36
C (-2.070, 5.612, -2.327)  -1.57
C (-2.601, -4.982, -2.402)  -0.48
C (-0.590, 3.300, 1.776)  -0.66
H (1.627, 5.938, -0.310)  0.30
H (1.636, -2.284, 1.105)  0.65
S (2.846, -4.120, -1.416)  0.85
H (2.020, 1.274, 6.523)  0.40
C (2.005, -1.805, 4.195)  -0.70
C (1.914, -0.261, 0.308)  -0.03
C (1.994, 4.803, -2.076)  0.77
C (-0.818, 0.901, 2.075)  -0.03
C (-1.982, -2.216, 3.995)  -0.42
H (-2.877, 4.949, -2.011)  0.40
C (4.190, -3.430, -2.363)  -1.13
H (0.226, 6.606, -2.931)  0.43
C (-2.880, -3.918, 1.991)  -0.62
C (-2.762, 2.277, 1.629)  -0.51
H (4.602, -2.618, -1.766)  0.29
H (-3.829, 2.357, 1.455)  0.32
C (-1.870, -2.999, 1.722)  -0.12
C (-2.192, 1.031, 1.869)  -0.42
H (1.962, -6.241, -1.870)  0.32
H (0.511, 1.213, 4.576)  0.35
H (-5.770, -4.544, -1.263)  0.36
H (2.017, -2.674, 3.542)  0.30
C (2.862, -0.663, 6.132)  -0.44
H (-2.410, 4.381, 1.392)  0.48
C (1.151, -0.732, 3.913)  0.22
H (-4.222, -4.704, 3.472)  0.38
C (-3.863, -5.301, -1.911)  -0.52
N (-0.273, 4.065, -1.637)  0.78
H (-3.231, -4.570, 1.203)  0.41
H (3.622, -6.074, -2.539)  0.36
H (-2.425, 6.643, -2.265)  0.42
C (2.852, -1.773, 5.295)  -0.65
C (1.042, -1.406, 0.831)  -0.03
C (3.246, 4.521, -2.566)  -0.93
H (2.624, 0.091, 1.055)  0.50
H (-4.117, -6.337, -1.717)  0.35
H (-1.833, 5.386, -3.370)  0.37
H (1.255, 0.578, 0.047)  -0.56
C (-3.190, -2.654, -2.416)  0.11
Zn (0.194, -1.331, -2.345)  1.32
Ge (-0.011, -0.850, 2.351)  1.81
C (2.650, -5.591, -2.412)  -1.07
C (-1.731, 0.631, -1.277)  -0.08
H (2.206, -5.311, -3.371)  0.30
C (-4.442, -2.975, -1.902)  -0.52
C (-2.251, -3.655, -2.666)  0.00
C (-0.820, 5.437, -1.471)  0.24
H (2.350, 6.870, -1.620)  0.45
Se (-0.525, -3.313, -3.426)  -0.19
C (2.721, -0.579, -0.947)  0.19
C (-3.438, -3.986, 3.262)  -0.49
H (3.529, -0.632, 6.985)  0.36
H (-3.428, -3.181, 5.256)  0.38
H (0.040, 4.181, 1.735)  0.37
H (3.786, -3.013, -3.290)  0.29
H (2.803, 1.297, -3.570)  0.54
H (-1.454, -2.950, 0.719)  0.23
H (-2.942, -1.618, -2.599)  0.19
H (4.930, -4.210, -2.550)  0.46
O (-1.164, -0.515, -1.147)  -0.03
F (4.762, 3.038, -3.570)  -0.37
C (2.571, 2.288, -3.197)  -1.38
H (-1.872, -5.766, -2.582)  0.35
C (0.994, 3.822, -2.174)  -0.30
C (0.268, 1.518, -2.689)  1.82
C (-1.964, 3.412, 1.585)  -0.47
C (1.284, 2.571, -2.715)  0.80
H (-1.973, 3.202, -0.787)  1.10
H (-0.078, 7.440, -1.407)  0.42
C (1.169, 0.372, 4.768)  -0.29
C (-1.079, 3.006, -1.370)  -1.14

---

> E_tot of number 1 (C57H84BrN8OP2S2Sn)?

-7002.3372 hartree

---

> Which value of largest force on an atom does entry 1 give?

0.8 eV/A